Record 1
Here is a molecular structure, C43H33Cl3F3MgN3O3SbSe from the Open Molecules 2025 dataset. Energies are from wB97M-V/def2-TZVPD.

Values from the calculation:
**E_HOMO**: -4.522 eV
**E_LUMO**: 2.313 eV
**Electronic energy**: -6570.46179 a.u.
**Kohn-Sham gap**: 6.8 eV

```
! RIJCOSX wB97M-V def2-TZVPD def2/J DEFGRID3
* xyz -1 1
Mg 0.587 -0.720 0.899
O 4.064 0.891 -0.973
C 4.390 1.713 0.039
C 5.366 2.681 -0.208
C 5.731 3.567 0.782
C 5.132 3.508 2.040
C 4.169 2.550 2.284
C 3.784 1.640 1.299
C 2.746 0.620 1.567
O 2.471 -0.221 0.615
N 2.183 0.630 2.747
N 1.199 -0.350 2.779
C 0.823 -0.855 3.883
C -0.095 -1.992 3.909
C -0.529 -2.426 5.163
C -1.333 -3.536 5.321
C -1.691 -4.257 4.185
C -1.261 -3.867 2.936
C -0.474 -2.721 2.744
O -0.131 -2.398 1.526
H 3.350 0.295 -0.630
H 5.806 2.719 -1.193
H 6.484 4.314 0.575
H 5.412 4.208 2.815
H 3.683 2.483 3.245
H 1.231 -0.479 4.826
H -0.214 -1.862 6.031
H -1.660 -3.846 6.301
H -2.313 -5.137 4.279
H -1.526 -4.437 2.054
F -6.628 -4.434 2.323
C -5.582 -3.883 1.646
C -4.723 -4.713 0.957
C -3.667 -4.141 0.261
C -3.475 -2.764 0.256
C -4.349 -1.963 0.986
C -5.414 -2.512 1.683
Sb -1.880 -1.818 -0.783
C -1.145 -3.561 -1.787
C -1.913 -4.278 -2.701
C -1.418 -5.410 -3.327
C -0.133 -5.817 -3.022
F 0.360 -6.931 -3.628
C 0.667 -5.134 -2.129
C 0.146 -4.003 -1.516
C -3.054 -1.094 -2.422
C -4.367 -1.480 -2.670
C -5.119 -0.878 -3.668
C -4.537 0.134 -4.404
F -5.271 0.740 -5.376
C -3.243 0.560 -4.184
C -2.511 -0.060 -3.183
H -4.878 -5.783 0.976
H -2.985 -4.791 -0.272
H -4.198 -0.891 1.032
H -6.096 -1.899 2.251
H -2.917 -3.946 -2.943
H -2.003 -5.970 -4.041
H 1.665 -5.485 -1.923
H 0.763 -3.474 -0.798
H -4.824 -2.261 -2.077
H -6.135 -1.174 -3.875
H -2.833 1.370 -4.769
H -1.500 0.291 -2.997
Cl -1.911 3.865 -0.657
C -2.352 2.523 0.535
Cl -3.724 1.664 -0.198
Cl -2.811 3.335 2.044
C -1.365 1.520 0.846
N -0.294 1.144 0.433
C 4.667 6.519 -0.564
C 3.692 5.387 -0.726
C 2.809 5.046 0.284
C 1.888 4.014 0.153
C 0.968 3.702 1.300
C 1.849 3.297 -1.039
Se 0.571 1.906 -1.384
C 2.755 3.592 -2.072
C 2.805 2.844 -3.376
C 3.649 4.641 -1.896
H 4.591 6.959 0.430
H 4.484 7.308 -1.295
H 5.694 6.180 -0.702
H 2.834 5.593 1.217
H 1.196 4.351 2.145
H 1.066 2.668 1.634
H -0.073 3.861 1.022
H 2.433 1.824 -3.283
H 3.834 2.790 -3.731
H 2.210 3.348 -4.139
H 4.345 4.862 -2.697
*
```

Record 2
Here is a molecular structure, C43H33ClN3PSe2Te2Ti from the Open Molecules 2025 dataset. Energies are from wB97M-V/def2-TZVPD.

Values from the calculation:
**E_HOMO (spin up / spin down)**: -0.816 / -1.631 eV
**⟨S²⟩**: 2.056
**E_LUMO (spin up / spin down)**: 3.883 / 3.749 eV
**ΔE to the lowest compared entry with this formula, charge and spin**: 18.70 kcal/mol
**Electronic energy**: -8812.65330 a.u.
**Kohn-Sham gap (spin up / spin down)**: 4.7 / 5.4 eV

```
! RIJCOSX wB97M-V def2-TZVPD def2/J DEFGRID3
* xyz -2 3
Ti -0.222 1.217 1.492
C -2.113 3.717 4.455
C -1.606 3.352 3.224
N -1.280 2.059 2.914
C -1.617 1.080 3.862
C -2.178 1.396 5.114
C -2.376 2.770 5.428
C -2.578 0.337 5.957
C -2.472 -0.970 5.534
C -1.931 -1.290 4.288
C -1.468 -0.274 3.458
N -0.910 -0.398 2.208
C -1.113 -1.363 1.223
C -1.016 -2.729 1.369
C -1.258 -3.564 0.279
C -1.567 -3.016 -0.945
C -1.653 -1.625 -1.158
C -2.745 0.005 -2.920
C -2.784 1.201 -2.029
C -2.228 1.411 -0.827
N -1.546 0.595 0.035
C -1.452 -0.771 -0.050
H -2.278 4.771 4.636
H -1.409 4.099 2.472
H -2.767 3.047 6.399
H -3.003 0.575 6.926
H -2.817 -1.772 6.178
H -1.865 -2.320 3.969
H -0.734 -3.146 2.328
H -1.206 -4.639 0.399
H -1.773 -3.667 -1.785
H -2.371 0.345 -3.893
H -3.264 2.062 -2.483
H -2.305 2.422 -0.435
Se 0.992 2.287 -0.625
Te 1.676 4.818 3.484
Te 0.316 6.502 0.960
Se 0.944 4.038 1.133
Cl 2.396 -4.862 3.959
C 2.227 -3.160 3.557
C 2.556 -2.717 2.287
C 2.400 -1.377 1.975
C 1.916 -0.445 2.905
C 1.699 0.970 2.536
C 1.619 -0.933 4.186
C 1.761 -2.273 4.510
H 2.918 -3.413 1.541
H 2.656 -1.043 0.977
H 2.484 1.308 1.856
H 1.681 1.622 3.414
H 1.255 -0.241 4.937
H 1.504 -2.627 5.501
C 2.187 3.048 -5.926
C 3.077 2.962 -4.863
C 2.746 2.237 -3.727
C 1.521 1.581 -3.632
C 0.633 1.680 -4.699
C 0.960 2.406 -5.838
P 0.951 0.637 -2.151
C -1.916 -1.192 -2.538
C -1.437 -1.917 -3.592
C -1.945 -1.877 -4.927
C -3.242 -1.621 -5.279
C -4.283 -1.300 -4.349
C -4.062 -0.659 -3.181
C 2.502 -0.285 -1.702
C 3.622 0.279 -1.094
C 4.706 -0.506 -0.724
C 4.684 -1.879 -0.939
C 3.568 -2.456 -1.528
C 2.491 -1.663 -1.908
H 2.445 3.616 -6.812
H 4.033 3.472 -4.907
H 3.449 2.195 -2.906
H -0.329 1.182 -4.638
H 0.250 2.466 -6.656
H -0.628 -2.615 -3.407
H -1.288 -2.253 -5.706
H -3.532 -1.823 -6.306
H -5.284 -1.653 -4.584
H -4.831 -0.584 -2.419
H 3.641 1.338 -0.866
H 5.559 -0.040 -0.245
H 5.520 -2.495 -0.630
H 3.523 -3.527 -1.686
H 1.614 -2.123 -2.351
*
```

Record 3
Here is a molecular structure, C43H33DyF9N5O3P from the Open Molecules 2025 dataset. Energies are from wB97M-V/def2-TZVPD.

Values from the calculation:
**E_HOMO (spin up / spin down)**: -9.744 / -9.863 eV
**⟨S²⟩**: 9.340
**E_LUMO (spin up / spin down)**: -4.118 / -4.127 eV
**Electronic energy**: -4282.78809 a.u.
**Kohn-Sham gap (spin up / spin down)**: 5.6 / 5.7 eV

```
! RIJCOSX wB97M-V def2-TZVPD def2/J DEFGRID3
* xyz 1 6
Dy 0.000 0.000 0.000
N 2.102 -0.584 -2.811
C 1.464 -1.750 -2.311
C 1.793 -2.953 -2.950
C 1.239 -4.157 -2.515
C 0.368 -4.147 -1.438
C 0.100 -2.930 -0.844
N 0.630 -1.757 -1.255
C 2.059 0.772 -2.390
C 2.882 1.661 -3.094
C 2.930 3.010 -2.740
C 2.162 3.453 -1.676
C 1.387 2.522 -1.014
N 1.331 1.214 -1.347
H 2.033 -0.599 -3.821
H 2.492 -2.961 -3.780
H 1.493 -5.090 -3.010
H -0.083 -5.060 -1.066
H -0.568 -2.856 0.010
H 3.499 1.307 -3.914
H 3.567 3.699 -3.285
H 2.171 4.491 -1.365
H 0.768 2.804 -0.167
O -6.194 -3.392 1.210
C -5.572 -3.498 -0.040
C -4.304 -2.688 -0.041
C -4.130 -1.565 -0.997
C -2.994 -0.855 -0.987
N -1.995 -1.114 -0.144
C -2.060 -2.147 0.791
C -3.307 -2.973 0.822
C -0.897 -2.393 1.718
C -0.896 -3.481 2.744
C 0.184 -3.633 3.536
C 0.224 -4.718 4.582
O -0.824 -4.555 5.498
C 1.340 -2.718 3.365
C 1.292 -1.758 2.431
N 0.237 -1.584 1.635
H -6.995 -3.977 1.169
H -6.263 -3.125 -0.828
H -5.316 -4.561 -0.250
H -4.915 -1.313 -1.705
H -2.852 -0.034 -1.676
H -3.427 -3.792 1.520
H -1.741 -4.147 2.865
H 1.198 -4.731 5.120
H 0.116 -5.707 4.088
H -0.567 -3.800 6.090
H 2.224 -2.818 3.988
H 2.125 -1.083 2.292
O 0.863 1.185 1.362
F -0.026 7.675 3.344
C 0.667 7.338 2.221
F 0.635 8.439 1.419
F 1.965 7.199 2.610
C 0.121 6.096 1.561
C 0.311 4.841 2.155
C -0.207 3.686 1.559
C -0.931 3.750 0.358
C -1.120 5.010 -0.228
C -0.605 6.168 0.366
P -1.573 2.192 -0.339
C -3.228 2.025 0.403
C -3.887 3.043 1.104
C -5.148 2.830 1.674
C -5.786 1.588 1.558
C -5.134 0.564 0.862
C -3.874 0.781 0.293
C -7.132 1.365 2.202
F -8.010 2.374 1.948
F -7.749 0.223 1.789
F -7.049 1.275 3.558
C -1.880 2.606 -2.086
C -3.149 2.834 -2.636
C -3.302 3.153 -3.991
C -2.189 3.243 -4.837
C -0.918 3.015 -4.297
C -0.768 2.696 -2.943
C -2.339 3.607 -6.293
F -1.598 2.811 -7.114
F -3.621 3.516 -6.747
F -1.941 4.883 -6.551
H 0.866 4.756 3.089
H -0.038 2.728 2.051
H -1.683 5.121 -1.152
H -0.776 7.131 -0.116
H -3.437 4.025 1.229
H -5.628 3.642 2.218
H -5.600 -0.416 0.761
H -3.397 -0.043 -0.236
H -4.046 2.778 -2.024
H -4.304 3.330 -4.382
H -0.033 3.083 -4.928
H 0.237 2.525 -2.560
*
```